[1]
ORCA calculation (wB97M-V/def2-TZVPD) on 2 unconnected molecules or ions with the total composition CH4N2.

## Properties
LUMO energy	0.0507	hartree
energy above the lowest of the compared OMol25 structures with the same formula, charge and spin	0.103	eV
molecular weight	44.057	g mol⁻¹
total energy	-150.03936	Ha
frontier orbital gap	14.4	eV

Structure (ORCA input):
```
! wB97M-V def2-TZVPD RIJCOSX def2/J DEFGRID3
* xyz 0 1
N 2.343 -0.930 -1.291
N 2.180 0.124 -1.381
C -0.851 0.156 0.552
H -1.170 -0.845 0.167
H -1.775 0.695 0.828
H -0.252 0.087 1.427
H -0.474 0.714 -0.302
*
```

=====

[2]
ORCA calculation (wB97M-V/def2-TZVPD) on 2 unconnected molecules or ions with the total composition CH4N2O.

## Properties
LUMO energy (alpha / beta)	-0.0374 / 0.0121	hartree
energy above the lowest of the compared OMol25 structures with the same formula, charge and spin	7.083	eV
molecular weight	60.056	g mol⁻¹
total energy	-225.03171	Ha
frontier orbital gap (alpha / beta)	7.5 / 9.7	eV

Structure (ORCA input):
```
! wB97M-V def2-TZVPD RIJCOSX def2/J DEFGRID3
* xyz 0 1
O 0.062 1.069 2.785
N -0.123 -0.420 1.100
N 0.281 0.450 1.779
C 0.180 -0.007 -1.755
H -0.108 -0.811 -2.459
H -0.935 -1.087 1.216
H -0.537 0.657 -1.306
H 1.180 0.150 -1.360
*
```

=====

[3]
ORCA calculation (wB97M-V/def2-TZVPD) on CH4N2O in the gas phase.

## Properties
LUMO energy	0.0321	hartree
energy above the lowest of the compared OMol25 structures with the same formula, charge and spin	0.508	eV
molecular weight	60.056	g mol⁻¹
total energy	-225.27334	Ha
frontier orbital gap	10.6	eV

Structure (ORCA input):
```
! wB97M-V def2-TZVPD RIJCOSX def2/J DEFGRID3
* xyz 0 1
O 1.530 -0.394 0.268
N -0.567 -0.929 -0.565
N -0.048 1.201 0.322
C 0.384 -0.054 0.080
H -0.943 1.556 0.036
H 0.354 1.679 1.109
H -0.013 -1.344 -1.314
H -0.697 -1.713 0.064
*
```

=====

What are the max |F| values for these records? In order: 3.35; 3.17; 1.11 eV/A.